(1)
Molecular formula: C21H26BrN5O5S2Ti
Method: DFT, ωB97M-V/def2-TZVPD

Structure (ORCA input):
```
! RIJCOSX wB97M-V def2-TZVPD def2/J DEFGRID3
* xyz 0 3
Ti 0.818 0.373 0.075
O 4.486 -0.501 2.222
C 3.484 -0.415 1.364
O 2.766 0.560 1.275
C 3.335 -1.622 0.465
O 1.984 -1.850 0.142
C 1.299 -2.642 1.146
C 0.665 -1.772 2.248
O 0.638 -2.224 3.381
O 0.175 -0.665 1.827
H 4.523 0.315 2.745
H 3.869 -1.390 -0.461
H 3.799 -2.495 0.924
H 0.496 -3.154 0.619
H 1.988 -3.367 1.577
Br 5.074 3.485 -2.439
C 4.041 1.913 -2.540
C 4.317 0.937 -3.483
C 3.518 -0.194 -3.503
C 2.502 -0.317 -2.572
N 2.247 0.624 -1.660
C 2.979 1.739 -1.674
H 5.128 1.065 -4.186
H 3.676 -0.973 -4.235
H 1.873 -1.196 -2.548
H 2.708 2.509 -0.964
S 0.570 4.437 2.743
C 1.196 3.117 1.826
N 0.340 2.229 1.449
C -0.935 2.551 1.891
C -2.084 1.795 1.659
C -3.282 2.252 2.157
C -3.352 3.448 2.886
C -2.225 4.203 3.128
C -1.012 3.741 2.621
H 2.249 3.051 1.598
H -2.007 0.874 1.099
H -4.187 1.684 1.986
H -4.309 3.783 3.264
H -2.281 5.125 3.690
C -3.348 -3.287 0.272
C -2.894 -2.142 -0.627
C -2.966 -2.562 -2.092
C -3.780 -0.916 -0.380
N -1.483 -1.899 -0.270
N -0.848 -0.866 -1.020
H -4.394 -3.531 0.080
H -3.251 -3.015 1.326
H -2.741 -4.175 0.091
H -3.979 -2.883 -2.340
H -2.286 -3.396 -2.277
H -2.704 -1.742 -2.764
H -4.818 -1.144 -0.627
H -3.488 -0.055 -0.988
H -3.742 -0.625 0.673
H -1.413 -1.628 0.707
H -1.502 -0.134 -1.296
H -0.505 -1.261 -1.889
S -0.485 2.298 -1.581
C -0.281 1.333 -2.925
N -0.163 0.598 -3.818
*
```

LUMO energy (spin up / spin down) in eV: -0.0974 / -0.0991
E_tot in eV: -154718.1344
E_HOMO (spin up / spin down) in eV: -6.495 / -7.974
Expectation value of S²: 2.004

(2)
Molecular formula: C24H46Br22O3
Method: DFT, ωB97M-V/def2-TZVPD

Structure (ORCA input):
```
! RIJCOSX wB97M-V def2-TZVPD def2/J DEFGRID3
* xyz 0 1
C -3.012 -1.310 0.780
C -3.787 -2.487 1.372
Br -4.351 -3.709 -0.064
C -2.969 -3.268 2.403
Br -4.194 -4.386 3.459
O -2.047 -4.153 1.811
C -0.843 -3.612 1.492
O -0.263 -2.777 2.114
O -0.335 -4.215 0.393
H -3.206 -0.405 1.348
H -1.936 -1.469 0.714
H -3.379 -1.136 -0.226
H -4.697 -2.124 1.838
H -2.495 -2.592 3.111
H -0.969 -4.140 -0.333
Br -2.392 -5.034 9.302
C -2.836 -5.160 7.410
C -2.008 -4.222 6.576
Br -2.610 -2.377 6.740
H -3.901 -4.967 7.326
H -2.629 -6.190 7.128
H -2.115 -4.469 5.523
H -0.958 -4.236 6.850
Br -3.089 1.124 -2.192
C -1.435 2.131 -2.379
C -0.672 2.120 -1.085
Br -1.471 3.314 0.228
H -1.703 3.130 -2.707
H -0.865 1.633 -3.158
H 0.337 2.487 -1.238
H -0.638 1.134 -0.631
Br -2.893 -8.638 6.245
C -3.097 -8.779 4.315
C -1.769 -8.682 3.614
Br -1.122 -6.848 3.600
H -3.779 -7.989 4.015
H -3.560 -9.747 4.139
H -1.869 -8.967 2.569
H -1.000 -9.286 4.084
Br 4.207 6.753 -1.454
C 3.128 5.424 -0.529
C 2.756 4.281 -1.428
Br 1.352 4.799 -2.679
H 2.259 5.944 -0.136
H 3.741 5.075 0.298
H 2.344 3.462 -0.841
H 3.584 3.915 -2.027
Br 0.774 8.343 0.822
C -0.570 7.049 1.375
C -0.460 6.722 2.840
Br 1.053 5.552 3.196
H -0.444 6.174 0.742
H -1.529 7.515 1.161
H -1.340 6.173 3.172
H -0.328 7.603 3.459
Br 1.926 0.657 -2.895
C 1.869 1.041 -4.804
C 3.251 1.172 -5.384
Br 4.061 2.875 -4.917
H 1.275 1.942 -4.927
H 1.346 0.199 -5.250
H 3.208 1.160 -6.471
H 3.924 0.393 -5.039
Br -5.122 1.555 0.799
C -6.771 0.522 0.824
C -7.448 0.582 2.166
Br -6.534 -0.536 3.473
H -6.510 -0.493 0.537
H -7.401 0.963 0.055
H -8.460 0.186 2.101
H -7.475 1.586 2.575
Br 4.332 3.702 2.623
C 3.295 2.315 3.513
C 3.024 1.148 2.605
Br 1.638 1.572 1.309
H 2.383 2.785 3.869
H 3.898 2.004 4.364
H 2.640 0.304 3.174
H 3.900 0.838 2.044
Br -0.161 -0.393 -7.991
C 0.510 -2.107 -7.354
C 1.897 -2.391 -7.865
Br 1.884 -2.911 -9.738
H -0.211 -2.857 -7.661
H 0.513 -2.033 -6.268
H 2.332 -3.232 -7.331
H 2.554 -1.530 -7.785
Br 7.769 4.852 -3.620
C 7.951 2.997 -4.173
C 8.794 2.861 -5.413
Br 7.821 3.401 -7.009
H 6.946 2.611 -4.309
H 8.426 2.490 -3.335
H 9.064 1.820 -5.576
H 9.693 3.467 -5.374
*
```

LUMO energy in eV: -0.0627
E_tot in eV: -1572713.5591
E_HOMO in eV: -9.739

(3)
Molecular formula: C3H7N5
Method: DFT, ωB97M-V/def2-TZVPD

Structure (ORCA input):
```
! RIJCOSX wB97M-V def2-TZVPD def2/J DEFGRID3
* xyz 0 1
C 1.541 -0.227 -0.205
C -0.496 1.187 0.073
C -1.612 -1.086 -0.061
H 3.223 -1.067 -0.712
H 0.764 -0.918 -0.695
H 1.485 1.295 1.198
H 0.013 3.032 0.410
H -2.003 0.745 -0.945
H -2.431 -1.474 -0.607
H -1.199 -2.760 0.730
N 2.829 -0.276 -0.151
N 0.805 0.689 0.627
N -0.833 2.483 0.138
N -1.299 0.225 -0.429
N -0.787 -1.847 0.630
*
```

LUMO energy in eV: 0.6483
E_tot in eV: -10673.6085
E_HOMO in eV: -9.155

(4)
Molecular formula: C5H10NO
Method: DFT, ωB97M-V/def2-TZVPD

Structure (ORCA input):
```
! RIJCOSX wB97M-V def2-TZVPD def2/J DEFGRID3
* xyz 1 1
C -0.262 -0.068 -0.247
C 2.289 0.508 -0.484
C 1.667 0.380 -1.866
C -1.512 -0.189 -1.035
C -0.860 -0.354 2.518
N 0.878 0.187 -0.697
O -1.984 -0.865 2.301
H 2.829 -0.425 -0.168
H 2.433 1.391 0.169
H 1.546 1.345 -2.411
H 1.891 -0.649 -2.330
H -1.797 0.471 -1.810
H -2.290 0.069 -0.350
H -1.559 -1.166 -1.512
H 0.069 -1.051 2.401
H -0.764 0.659 2.875
H -2.577 -0.242 2.647
*
```

LUMO energy (spin up / spin down) in eV: -4.7449 / -4.7429
E_tot in eV: -8872.1312
E_HOMO (spin up / spin down) in eV: -12.060 / -12.062

(5)
Molecular formula: C5H9NOS
Method: DFT, ωB97M-V/def2-TZVPD

Structure (ORCA input):
```
! RIJCOSX wB97M-V def2-TZVPD def2/J DEFGRID3
* xyz 0 1
C 1.621 -0.695 1.206
C 0.851 -1.045 -1.110
C -0.955 2.469 0.473
C 0.826 -1.430 0.313
C -1.160 0.173 1.004
N 2.151 0.046 1.946
O -1.230 1.126 0.169
S -2.484 -0.999 0.898
H 1.122 -0.017 -1.289
H -0.123 -1.166 -1.609
H 1.483 -1.725 -1.570
H -1.739 3.101 0.033
H 0.071 2.856 0.015
H -0.889 2.590 1.524
H 0.256 -2.297 0.541
H -0.829 0.417 2.080
H -2.127 -1.296 -0.305
*
```

LUMO energy (spin up / spin down) in eV: 0.2637 / -0.4386
E_tot in eV: -19699.3105
E_HOMO (spin up / spin down) in eV: -8.175 / -7.429

(6)
Molecular formula: C10H18N3O
Method: DFT, ωB97M-V/def2-TZVPD

Structure (ORCA input):
```
! RIJCOSX wB97M-V def2-TZVPD def2/J DEFGRID3
* xyz 0 2
C 0.186 -2.861 -0.594
C -0.222 -2.414 0.808
C 1.812 -2.179 -2.351
N 1.235 -1.996 -1.100
N 1.002 -2.594 -3.389
N 3.025 -1.543 -2.555
H 0.657 -3.836 -0.410
H -0.620 -2.938 -1.322
H -1.094 -2.967 1.162
H -0.431 -1.339 0.964
H 1.550 -1.199 -0.559
H 0.015 -2.409 -3.292
H 1.309 -2.888 -4.288
H 3.588 -1.306 -1.765
H 3.555 -1.702 -3.384
H 0.571 -2.693 1.501
C -3.372 2.873 1.036
C -0.213 1.028 2.154
C 0.738 1.772 1.471
C -1.564 1.325 1.978
C -1.979 2.334 1.112
C 0.328 2.793 0.604
C -1.005 3.015 0.373
O 2.046 1.453 1.701
H 0.221 0.300 2.827
H -2.367 0.987 2.627
H 0.994 3.563 0.215
H 2.621 2.143 1.397
H -3.764 3.235 0.078
H -3.403 3.840 1.577
H -1.287 3.955 -0.100
H -4.131 2.250 1.523
*
```

LUMO energy (spin up / spin down) in eV: 0.8265 / 0.7055
E_tot in eV: -17177.2166
E_HOMO (spin up / spin down) in eV: -3.784 / -8.363
Expectation value of S²: 0.753

(7)
Molecular formula: C3H3N3O2
Method: DFT, ωB97M-V/def2-TZVPD

Structure (ORCA input):
```
! RIJCOSX wB97M-V def2-TZVPD def2/J DEFGRID3
* xyz 0 1
C -2.493 0.125 0.169
C -0.146 -0.251 -0.325
C 1.896 -0.726 0.087
H -2.195 1.032 0.798
H 2.922 -1.079 0.407
H 2.442 1.355 -0.136
N 0.690 -1.310 -0.085
N 1.678 0.631 -0.105
N 0.380 0.944 -0.294
O -3.652 -0.163 -0.063
O -1.520 -0.558 -0.453
*
```

LUMO energy in eV: 0.5217
E_tot in eV: -11723.8035
E_HOMO in eV: -10.424

(8)
Molecular formula: C40H40N4O4P2Se2SrTe
Method: DFT, ωB97M-V/def2-TZVPD

Structure (ORCA input):
```
! RIJCOSX wB97M-V def2-TZVPD def2/J DEFGRID3
* xyz 0 1
Sr -11.451 -12.116 12.964
Te -8.822 -13.988 15.517
C -6.884 -14.624 16.025
C -6.899 -16.007 16.383
C -5.715 -16.627 16.357
N -4.538 -15.979 16.307
C -4.494 -14.669 16.155
C -5.675 -13.970 16.006
C -8.823 -12.847 13.714
P -8.602 -13.483 12.100
C -9.189 -15.199 12.182
C -10.520 -15.389 11.758
C -11.114 -16.642 11.748
C -10.495 -17.743 12.331
C -9.215 -17.570 12.810
C -8.608 -16.360 12.781
C -6.815 -13.501 11.594
C -5.756 -14.061 12.290
C -4.472 -13.969 11.797
C -4.240 -13.332 10.563
C -5.282 -12.684 9.934
C -6.565 -12.756 10.428
P -8.706 -10.985 13.597
C -7.180 -10.299 12.942
C -5.887 -10.896 13.039
C -4.796 -10.236 12.431
C -4.957 -9.026 11.707
C -6.246 -8.567 11.507
C -7.341 -9.184 12.088
C -8.611 -10.452 15.316
C -9.623 -9.640 15.873
C -9.503 -9.240 17.162
C -8.420 -9.572 17.950
C -7.307 -10.264 17.401
C -7.447 -10.616 16.079
H -7.824 -16.577 16.420
H -5.701 -17.664 16.428
H -3.567 -14.178 16.102
H -5.581 -12.887 15.770
H -10.886 -14.548 11.212
H -12.125 -16.782 11.308
H -10.999 -18.729 12.265
H -8.588 -18.453 13.098
H -7.688 -16.254 13.249
H -5.910 -14.623 13.237
H -3.641 -14.403 12.379
H -3.250 -13.220 10.146
H -5.100 -12.110 9.018
H -7.406 -12.240 10.008
H -5.764 -11.747 13.586
H -3.838 -10.706 12.372
H -4.139 -8.399 11.356
H -6.472 -7.621 11.031
H -8.348 -8.780 11.881
H -10.544 -9.433 15.414
H -10.350 -8.686 17.584
H -8.423 -9.286 18.993
H -6.424 -10.515 17.972
H -6.613 -11.108 15.588
C -11.510 -11.773 17.615
Se -12.402 -12.600 16.137
C -14.010 -11.429 15.958
C -13.818 -9.959 15.763
Se -12.994 -9.467 14.020
C -14.601 -9.271 13.026
H -11.356 -12.549 18.306
H -12.185 -11.051 18.096
H -10.609 -11.303 17.311
H -14.516 -11.636 16.888
H -14.550 -11.859 15.146
H -13.093 -9.637 16.511
H -14.773 -9.471 15.822
H -15.039 -8.296 13.216
H -15.321 -9.999 13.392
H -14.385 -9.419 11.951
O -15.317 -13.684 11.751
N -14.234 -13.204 12.117
O -14.022 -12.739 13.318
O -13.165 -13.233 11.325
N -9.370 -6.634 11.042
C -9.376 -7.339 9.817
O -8.827 -6.931 8.808
C -10.108 -8.637 9.821
C -9.928 -9.500 8.772
C -10.636 -10.678 8.718
C -11.488 -11.014 9.734
N -11.551 -10.236 10.837
C -10.895 -9.110 10.860
H -8.569 -6.013 11.274
H -9.986 -7.001 11.732
H -9.182 -9.193 8.031
H -10.553 -11.323 7.835
H -12.127 -11.928 9.734
H -11.086 -8.535 11.783
*
```

LUMO energy in eV: -0.2573
E_tot in eV: -213675.0264
E_HOMO in eV: -7.226

(9)
Molecular formula: C4H7NO2
Method: DFT, ωB97M-V/def2-TZVPD

Structure (ORCA input):
```
! RIJCOSX wB97M-V def2-TZVPD def2/J DEFGRID3
* xyz 0 1
N -1.640 -1.093 -0.315
C -1.457 0.146 0.269
O -1.958 0.447 1.332
C -0.382 1.008 -0.369
C 0.814 0.715 0.524
C 1.582 -0.502 0.287
O 2.132 0.796 0.031
H -2.302 -1.707 0.140
H -1.615 -1.176 -1.321
H -0.680 2.063 -0.348
H -0.173 0.710 -1.399
H 0.683 1.055 1.551
H 1.374 -1.095 -0.608
H 1.997 -1.046 1.135
*
```

LUMO energy in eV: 0.7822
E_tot in eV: -9845.7602
E_HOMO in eV: -9.955

(10)
Molecular formula: C5H15NO
Method: DFT, ωB97M-V/def2-TZVPD

Structure (ORCA input):
```
! RIJCOSX wB97M-V def2-TZVPD def2/J DEFGRID3
* xyz 0 1
C -0.685 -1.747 -0.209
N 0.263 -0.779 -0.794
C 1.493 -0.763 -0.046
C -0.779 1.310 0.147
C -0.292 0.524 -1.079
C 0.646 1.380 -1.956
H -1.672 -1.556 -0.621
H -0.322 -2.735 -0.473
H -0.709 -1.650 0.881
H 1.907 -1.771 0.007
H 1.430 -0.357 0.985
H 2.253 -0.144 -0.511
H -1.256 2.219 -0.188
H 0.062 1.546 0.804
H -1.451 0.684 0.745
H -1.174 0.379 -1.677
H 0.092 1.812 -2.788
H 1.020 2.235 -1.380
H 1.478 0.794 -2.316
H -0.858 -0.316 2.716
H -0.544 -0.928 4.083
O -0.904 -0.139 3.670
*
```

LUMO energy in eV: 0.8303
E_tot in eV: -8965.2997
E_HOMO in eV: -8.421

(11)
Molecular formula: C19H34F6OP2Sn
Method: DFT, ωB97M-V/def2-TZVPD

Structure (ORCA input):
```
! RIJCOSX wB97M-V def2-TZVPD def2/J DEFGRID3
* xyz 0 1
P -0.708 3.948 -1.140
P 1.994 2.914 -3.702
C 0.708 4.840 -2.018
C 1.055 4.458 -3.466
H 1.596 4.769 -1.381
H 0.354 5.874 -2.000
H 0.194 4.426 -4.138
H 1.714 5.233 -3.881
C 3.591 3.368 -2.983
H 4.060 2.507 -2.487
H 3.431 4.172 -2.250
H 4.226 3.738 -3.803
C 2.305 2.881 -5.558
H 2.693 3.837 -5.962
H 1.344 2.665 -6.059
H 2.988 2.051 -5.832
C -1.365 5.025 0.200
H -1.357 4.383 1.107
H -2.391 5.484 0.073
H -0.638 5.845 0.367
C -1.918 4.751 -2.366
H -1.966 4.343 -3.379
H -1.674 5.816 -2.480
H -2.935 4.709 -1.962
Sn 1.050 2.694 0.771
C 1.054 0.236 -5.197
C 1.467 0.668 -3.935
C 0.568 0.734 -2.684
C -0.966 0.724 -2.744
C -1.663 1.818 -3.522
C -1.385 2.252 -4.755
C -1.130 1.335 -5.914
C -0.363 -0.004 -5.559
C -0.380 2.382 2.409
H 1.808 -0.123 -5.925
H 2.547 0.479 -3.735
H 0.832 1.537 -1.964
H 0.899 -0.158 -2.149
H -1.217 -0.293 -3.058
H -1.314 0.752 -1.690
H -2.299 2.465 -2.881
H -1.405 3.349 -4.955
H -0.593 1.908 -6.720
H -2.114 1.011 -6.365
H -0.947 -0.582 -4.795
H -0.433 -0.589 -6.496
H -0.289 1.377 2.865
H -1.396 2.448 1.962
H -0.200 3.147 3.190
C 1.527 -0.861 2.606
C 1.480 -0.661 1.096
O 1.010 0.557 0.590
C 2.854 -1.004 0.383
F 3.528 -1.986 1.047
F 2.753 -1.405 -0.918
F 3.657 0.099 0.360
C 0.421 -1.717 0.633
F 0.696 -2.992 1.060
F -0.791 -1.376 1.159
F 0.239 -1.776 -0.706
H 2.292 -0.256 3.100
H 1.702 -1.912 2.868
H 0.562 -0.570 3.024
*
```

LUMO energy in eV: -0.7479
E_tot in eV: -63011.5419
E_HOMO in eV: -6.511

(12)
Molecular formula: C15H23NOS2
Method: DFT, ωB97M-V/def2-TZVPD

Structure (ORCA input):
```
! RIJCOSX wB97M-V def2-TZVPD def2/J DEFGRID3
* xyz 0 1
C -3.614 -0.495 -2.571
C -3.079 -0.058 -1.242
C -2.606 1.232 -1.052
C -2.076 1.635 0.161
C -2.009 0.732 1.208
C -2.492 -0.561 1.039
C -3.021 -0.946 -0.174
H -3.386 -1.955 -0.298
H -2.441 -1.254 1.865
S -1.313 1.108 2.799
C -0.604 2.767 2.591
C 0.452 2.900 1.498
O 0.685 3.976 0.988
N 1.121 1.768 1.219
H 0.764 0.895 1.590
C 2.064 1.671 0.137
C 1.468 0.959 -1.076
H 2.229 0.766 -1.830
H 0.680 1.573 -1.514
S 0.586 -0.592 -0.693
C 1.866 -1.852 -0.188
C 3.128 -1.721 -1.026
H 2.886 -1.730 -2.086
H 3.670 -0.806 -0.795
H 3.786 -2.563 -0.819
C 2.160 -1.714 1.302
H 1.233 -1.743 1.871
H 2.678 -0.785 1.524
H 2.790 -2.539 1.630
C 1.182 -3.189 -0.461
H 1.820 -4.011 -0.143
H 0.972 -3.298 -1.522
H 0.240 -3.246 0.080
H 2.960 1.149 0.489
H 2.339 2.691 -0.145
H -1.398 3.496 2.426
H -0.136 2.986 3.553
H -1.716 2.646 0.265
H -2.646 1.942 -1.866
H -3.963 0.356 -3.150
H -2.826 -0.992 -3.138
H -4.433 -1.200 -2.447
*
```

LUMO energy in eV: 0.6349
E_tot in eV: -41137.5383
E_HOMO in eV: -8.053

Q: Which formula does entry 11 have?
A: C19H34F6OP2Sn